Entry 1:
{
  "formula": "C5H14S2",
  "method": "wB97M-V/def2-TZVPD",
  "elements": ["C", "C", "S", "C", "H", "H", "H", "H", "H", "H", "H", "H", "C", "S", "C", "H", "H", "H", "H", "H", "H"],
  "positions_angstrom": [[1.965, -2.860, 0.463], [2.464, -2.101, 1.758], [2.588, -0.355, 1.610], [1.308, 0.331, 0.623], [2.616, -3.652, 0.054], [1.606, -2.152, -0.313], [1.009, -3.358, 0.733], [2.157, -2.496, 2.736], [3.587, -2.237, 1.897], [1.417, 0.273, -0.458], [0.320, 0.064, 0.938], [1.244, 1.430, 0.918], [-2.254, 2.994, -0.413], [-2.682, 1.348, -0.316], [-2.696, 0.749, -1.959], [-1.097, 3.059, -0.443], [-2.609, 3.493, -1.278], [-2.739, 3.542, 0.366], [-1.697, 0.736, -2.382], [-3.294, 1.374, -2.578], [-3.213, -0.183, -1.954]],
  "relative_energy_ev": 1.732,
  "orbital_gap_ha": 0.3309,
  "charge": 0,
  "smiles": "CCSC.CSC",
  "e_tot_ha": -995.2086
}



Entry 2:
{
  "formula": "C5H15ClN6",
  "method": "wB97M-V/def2-TZVPD",
  "elements": ["C", "N", "C", "N", "N", "C", "N", "Cl", "N", "C", "C", "N", "H", "H", "H", "H", "H", "H", "H", "H", "H", "H", "H", "H", "H", "H", "H"],
  "positions_angstrom": [[2.537, 0.691, -0.727], [1.152, 0.539, -0.295], [0.409, 1.610, 0.042], [0.909, 2.828, 0.012], [-0.841, 1.402, 0.481], [-1.566, 0.157, 0.300], [-1.641, -0.531, 1.573], [-3.216, 0.616, -0.341], [-0.852, -0.635, -0.668], [-1.512, -1.786, -1.277], [0.516, -0.744, -0.392], [0.735, -1.488, 0.978], [3.129, 1.183, 0.044], [2.972, -0.288, -0.909], [2.601, 1.257, -1.658], [1.845, 3.019, -0.314], [0.349, 3.632, 0.261], [-1.418, 2.206, 0.695], [-1.928, 0.089, 2.327], [-2.328, -1.282, 1.537], [-2.484, -1.474, -1.645], [-0.926, -2.111, -2.132], [-1.645, -2.619, -0.585], [1.008, -1.341, -1.168], [-0.146, -1.199, 1.551], [1.604, -1.224, 1.454], [0.736, -2.507, 0.859]],
  "relative_energy_ev": 0.000,
  "orbital_gap_ha": 0.4159,
  "charge": 2,
  "smiles": "CN1C(=[NH2+])N[C@@](N)(Cl)N(C)[C@@H]1[NH3+]",
  "e_tot_ha": -987.6893
}



Entry 3:
{
  "formula": "C5H15FN3O2V",
  "method": "wB97M-V/def2-TZVPD",
  "elements": ["V", "F", "C", "C", "C", "O", "C", "N", "H", "H", "H", "H", "H", "H", "H", "H", "H", "H", "H", "C", "O", "N", "N", "H", "H", "H", "H"],
  "positions_angstrom": [[4.125, 2.397, 1.308], [2.228, 1.547, 1.278], [1.972, -1.803, 0.487], [0.534, -1.247, 0.617], [-0.594, -2.012, -0.087], [-0.113, -2.268, -1.439], [-0.923, -2.277, -2.552], [0.309, -1.024, 1.969], [1.939, -2.850, 0.789], [2.716, -1.353, 1.145], [2.368, -1.710, -0.524], [0.592, -0.337, 0.019], [-1.551, -1.491, -0.097], [-0.633, -2.979, 0.415], [-1.098, -1.302, -3.006], [-1.905, -2.652, -2.264], [-0.497, -2.884, -3.351], [1.070, -0.406, 2.215], [-0.503, -0.428, 2.040], [-0.885, 3.488, 0.004], [-0.205, 4.108, -0.746], [-0.617, 2.264, 0.299], [-2.160, 3.798, 0.247], [0.312, 1.956, 0.049], [-1.295, 1.553, 0.062], [-2.633, 3.182, 0.893], [-2.555, 4.728, 0.229]],
  "multiplicity": 4,
  "orbital_gap_ha": [0.1251, 0.1351],
  "s_squared": 3.76,
  "charge": 1,
  "e_tot_ha": -1557.7060
}



Entry 4:
{
  "formula": "C5H15IN2O2Ti",
  "method": "wB97M-V/def2-TZVPD",
  "elements": ["C", "C", "H", "H", "H", "H", "H", "H", "Ti", "C", "H", "H", "H", "I", "C", "O", "C", "O", "N", "N", "H", "H", "H", "H", "H", "H"],
  "positions_angstrom": [[0.758, -1.995, -1.562], [0.522, 1.648, -2.752], [1.672, -2.042, -0.946], [1.098, -1.762, -2.607], [0.217, -2.937, -1.639], [1.243, 2.374, -2.379], [1.093, 0.936, -3.388], [-0.210, 2.118, -3.405], [0.072, 0.028, -1.492], [-0.799, 2.100, -0.885], [0.086, 2.710, -0.644], [-1.433, 2.122, 0.005], [-1.362, 2.596, -1.685], [-2.100, -0.794, -2.587], [0.984, -1.019, 3.650], [1.518, -0.740, 2.299], [0.633, -0.393, 1.402], [0.992, 0.037, 0.258], [-0.655, -0.547, 1.695], [-1.577, -0.206, 0.636], [0.541, -0.095, 4.081], [1.880, -1.311, 4.203], [0.251, -1.854, 3.645], [-1.009, -0.696, 2.645], [-2.310, -0.912, 0.552], [-2.103, 0.634, 0.900]],
  "relative_energy_ev": 0.000,
  "multiplicity": 3,
  "orbital_gap_ha": [0.2352, 0.2166],
  "s_squared": 2.01,
  "charge": 0,
  "e_tot_ha": -1606.4926
}



Entry 5:
{
  "formula": "C5H15KO5",
  "method": "wB97M-V/def2-TZVPD",
  "elements": ["K", "C", "C", "O", "O", "H", "H", "H", "C", "O", "H", "H", "H", "H", "C", "O", "H", "H", "H", "H", "C", "O", "H", "H", "H", "H"],
  "positions_angstrom": [[-0.183, -1.378, -0.106], [3.024, 0.680, 2.852], [1.894, 0.084, 2.029], [2.027, 0.049, 0.778], [0.906, -0.342, 2.673], [3.733, -0.103, 3.122], [2.626, 1.148, 3.749], [3.570, 1.418, 2.262], [-2.665, -1.004, 2.648], [-1.692, -0.146, 2.100], [-3.525, -0.431, 3.007], [-3.014, -1.743, 1.915], [-2.293, -1.568, 3.513], [-0.809, -0.284, 2.513], [-1.112, 2.100, -1.878], [-1.477, 0.764, -1.528], [-1.706, 2.834, -1.326], [-0.072, 2.225, -1.596], [-1.244, 2.285, -2.947], [-2.397, 0.627, -1.771], [0.590, -0.934, -3.864], [0.801, -1.729, -2.717], [-0.073, -1.432, -4.580], [0.134, -0.006, -3.531], [1.530, -0.693, -4.372], [1.430, -2.420, -2.943]],
  "relative_energy_ev": 0.000,
  "orbital_gap_ha": 0.2897,
  "charge": 0,
  "e_tot_ha": -1175.6645
}



Entry 6:
{
  "formula": "C5H15N",
  "method": "wB97M-V/def2-TZVPD",
  "elements": ["C", "C", "C", "H", "H", "H", "H", "H", "H", "H", "H", "C", "C", "N", "H", "H", "H", "H", "H", "H", "H"],
  "positions_angstrom": [[-2.247, -0.673, -1.205], [-1.764, 0.037, 0.067], [-2.851, 0.448, 1.047], [-2.631, -0.010, -1.982], [-1.516, -1.352, -1.641], [-3.110, -1.255, -0.849], [-1.027, -0.602, 0.561], [-1.235, 0.970, -0.155], [-2.433, 1.032, 1.870], [-3.401, -0.392, 1.489], [-3.611, 1.047, 0.534], [2.122, 0.609, 1.145], [2.716, 0.397, -0.254], [2.216, -0.868, -0.818], [1.198, 1.185, 1.127], [2.837, 1.214, 1.718], [1.895, -0.322, 1.663], [3.796, 0.407, -0.328], [2.289, 1.216, -0.845], [1.941, -0.778, -1.781], [1.483, -1.295, -0.306]],
  "relative_energy_ev": 0.000,
  "multiplicity": 2,
  "orbital_gap_ha": [0.1023, 0.3612],
  "s_squared": 0.75,
  "charge": -1,
  "e_tot_ha": -254.1775
}



Entry 7:
{
  "formula": "C5H15N",
  "method": "wB97M-V/def2-TZVPD",
  "elements": ["C", "C", "C", "H", "H", "H", "H", "H", "H", "H", "H", "C", "C", "N", "H", "H", "H", "H", "H", "H", "H"],
  "positions_angstrom": [[2.037, 1.600, 1.452], [1.386, 0.328, 0.918], [1.894, -0.933, 1.649], [2.300, 1.493, 2.516], [1.399, 2.490, 1.501], [2.945, 1.916, 0.943], [1.627, 0.227, -0.128], [0.301, 0.466, 0.954], [1.225, -1.142, 2.485], [1.980, -1.795, 1.001], [2.835, -0.698, 2.128], [-2.863, -0.651, -0.926], [-2.005, 0.089, -1.973], [-0.647, -0.418, -2.155], [-2.240, -1.309, -0.328], [-3.394, 0.077, -0.305], [-3.612, -1.297, -1.390], [-2.508, 0.073, -2.939], [-1.900, 1.145, -1.728], [-0.119, -0.253, -1.308], [-0.642, -1.408, -2.367]],
  "relative_energy_ev": 0.367,
  "orbital_gap_ha": 0.3748,
  "charge": 0,
  "smiles": "CCC.CCN",
  "e_tot_ha": -254.2286
}



Entry 8:
{
  "formula": "C5H15N2",
  "method": "wB97M-V/def2-TZVPD",
  "elements": ["C", "C", "N", "C", "C", "N", "C", "H", "H", "H", "H", "H", "H", "H", "H", "H", "H", "H", "H", "H", "H", "H"],
  "positions_angstrom": [[-2.119, -1.807, 0.621], [-1.649, -0.552, -0.066], [-0.884, 0.275, 0.908], [-0.175, 1.562, 0.458], [0.839, 1.197, -0.680], [1.325, -0.189, -0.340], [2.712, -0.226, -0.936], [-2.486, -1.561, 1.620], [-1.497, -2.695, 0.794], [-2.992, -2.184, 0.077], [-2.582, -0.019, -0.187], [-1.060, -0.633, -0.982], [-1.422, 0.381, 1.769], [-0.045, -0.244, 1.235], [-0.959, 2.244, 0.121], [0.279, 1.887, 1.392], [1.658, 1.907, -0.678], [0.208, 1.156, -1.581], [1.059, -1.098, -0.714], [3.183, -1.209, -0.872], [3.399, 0.512, -0.532], [2.677, -0.175, -2.041]],
  "relative_energy_ev": 1.847,
  "orbital_gap_ha": 0.3869,
  "charge": 1,
  "smiles": "CC[NH2+]CCNC",
  "e_tot_ha": -308.7248
}